1.
17
Properties=species:S:1:pos:R:3:forces:R:3 method="wB97M-V/def2-TZVPD" energy_ev=-10802.9304 gap_ev=8.814 max_force_ev_per_a=6.04 charge=0 smiles="C=C/C(=N/NC)NO" multiplicity=1 de_lowest_kcal_mol=219.8
H -0.947047 0.956183 1.316857 3.03 2.46 3.08
C 0.601019 -0.283563 -1.686842 -1.16 0.96 -3.79
C 0.094639 -0.370237 -0.301381 1.74 -0.64 1.91
N 0.889664 -0.224224 2.040180 -0.82 4.00 -0.80
H -1.125537 -0.599462 -2.934919 2.95 1.99 -0.36
C 0.044189 -0.121790 -2.947545 -4.65 -2.69 2.77
H 1.857986 0.051855 2.613151 -2.63 -1.42 -3.09
N -1.186994 -0.373460 0.200129 0.79 3.67 3.26
H 1.632212 -0.139412 -1.717480 1.71 0.35 0.69
H 0.136596 1.768017 3.036620 -0.84 -1.22 -0.87
N 1.024452 -0.490384 0.571951 3.91 1.40 1.61
H -1.070898 -0.619821 1.222068 -0.22 0.15 -1.20
C 0.109604 1.285842 2.015165 0.38 -0.25 -2.36
H 0.709415 2.203659 1.383958 -1.27 -3.08 1.19
H -1.227115 -1.942565 -0.492644 1.26 -3.27 -0.87
O -1.877545 -1.314988 -0.354565 -4.86 -1.96 -2.47
H 0.335359 0.214351 -3.964701 0.70 -0.46 1.32



2.
22
Properties=species:S:1:pos:R:3:forces:R:3 method="wB97M-V/def2-TZVPD" energy_ev=-8401.8410 gap_ev=10.285 max_force_ev_per_a=2.41 charge=+1 smiles=CCNC[C@H](C)[NH3+] multiplicity=1 de_lowest_kcal_mol=19.3
H -0.083190 0.150239 -2.892825 -0.13 -0.46 0.28
H 1.927455 -0.912169 -0.919710 0.24 0.48 -0.05
C 0.896729 -0.623230 -1.104069 -0.49 0.37 1.54
C 0.541274 -0.702232 -2.580417 0.38 0.77 0.17
H 0.113758 -1.231123 0.754454 0.28 0.25 -0.16
H -0.368497 1.822260 2.591777 0.22 -0.38 -0.01
H -1.453864 -0.539159 2.539743 0.19 -0.11 -0.10
H 1.113645 1.446089 -1.123277 0.39 0.23 1.10
C 0.506040 0.768373 -0.487488 -0.38 -0.10 -2.37
C -1.731322 0.250379 1.845344 0.15 1.45 0.20
H 1.471091 -0.547858 -3.139131 -0.25 -0.54 -0.10
H -2.594837 0.766328 2.265608 -0.13 -0.18 0.14
H -2.087450 -0.129711 0.888364 0.15 -0.21 -0.09
H -0.796835 -1.608345 -0.581565 -0.18 -0.81 0.32
H -1.086454 2.145923 1.052887 -0.10 0.13 -0.05
N 0.149489 -1.628585 -0.203779 -0.22 0.76 -0.88
H -0.477460 1.066359 -0.937161 0.22 -0.65 0.85
C -0.644799 1.347745 1.649812 -0.61 -0.59 -0.54
H 0.592340 -2.542886 -0.188160 -0.38 -0.20 -0.17
H 1.420914 1.159002 1.264517 -0.22 0.12 0.26
H 0.051281 -1.637090 -2.814642 0.08 -0.21 -0.43
N 0.528256 0.810173 0.941744 0.78 -0.12 0.10